Record 1
ORCA calculation (ωB97M-V/def2-TZVPD) on 2 unconnected molecules or ions with the total composition C8H13BF9NO3P at a distorted geometry.

Values from the calculation:
- Kohn-Sham gap (eV) = 5.71
- E_HOMO (eV) = -11.5232
- net charge = +1

Each line ends with the Löwdin charge.
Geometry (Å):
N 5.19 1.41 -0.25  0.0911
B 4.97 2.19 -1.53  -0.5266
O 5.53 1.81 -2.87  0.0028
P 3.84 3.77 -1.49  1.2291
C 2.18 3.46 -0.53  -0.3162
F 1.42 4.73 -0.62  0.0116
F 2.56 3.27 0.91  0.0023
C 1.38 2.13 -1.07  -0.1103
F 1.92 0.98 -0.25  0.0458
F 1.74 1.99 -2.53  0.0028
C -0.25 2.21 -1.00  -0.0593
F -0.63 2.38 0.45  0.0445
F -0.84 3.32 -1.85  0.0458
C -1.02 0.84 -1.51  -0.1056
F -0.11 -0.23 -1.99  0.0559
F -1.89 1.19 -2.70  0.0338
F -2.00 0.36 -0.47  0.0414
H 4.56 0.56 -0.35  0.1071
H 6.18 1.05 -0.27  0.1075
H 4.83 1.16 -3.23  0.1440
H 3.43 4.20 -2.83  0.0795
H 4.61 4.84 -0.88  0.0764
O -2.40 -4.83 4.12  0.0852
C -2.97 -4.30 3.17  -0.5045
O -2.35 -4.17 1.98  -0.0088
C -2.99 -3.75 0.76  -0.2257
C -3.03 -2.24 0.67  -0.0822
C -4.34 -3.71 3.34  0.0033
H -3.98 -4.20 0.66  0.1172
H -2.38 -4.14 -0.06  0.1240
H -3.61 -1.80 1.49  0.0726
H -3.46 -1.92 -0.28  0.0798
H -2.01 -1.82 0.75  0.0703
H -4.25 -2.71 3.76  0.0986
H -4.91 -4.34 4.03  0.0980
H -4.92 -3.67 2.42  0.0687

Record 2
ORCA calculation (ωB97M-V/def2-TZVPD) on a molecular structure, C19H28CrNO5 at a distorted geometry.

Values from the calculation:
- multiplicity = 4
- Kohn-Sham gap (alpha / beta) (eV) = 7.58 / 6.78
- E_HOMO (alpha / beta) (eV) = -7.0953 / -6.2585
- relative energy (zero: lowest compared OMol25 entry of this formula, charge and spin) (kJ/mol) = 0.0

Each line ends with the Löwdin spin population.
Geometry (Å):
O -0.75 -0.46 -3.22  0.0173
C 0.49 -0.30 -3.97  0.0049
C 0.07 1.03 -4.57  0.0003
H 0.60 -1.13 -4.65  0.0000
H 1.38 -0.23 -3.33  0.0035
C -1.22 0.83 -3.74  0.0012
H -0.06 1.10 -5.64  0.0000
H 0.66 1.85 -4.19  0.0001
C -2.55 0.52 -4.42  0.0003
H -2.50 -0.40 -5.01  0.0000
H -2.93 1.35 -5.03  0.0001
H -3.27 0.32 -3.61  0.0000
C -1.35 1.93 -2.73  0.0076
H -0.39 2.26 -2.32  0.0050
H -2.01 1.62 -1.93  0.0004
H -1.79 2.82 -3.20  0.0006
Cr 0.48 0.27 -0.22  3.4246
C 1.51 1.76 0.98  -0.0018
C 2.28 0.54 0.92  0.0210
C 2.67 0.32 -0.45  0.0218
H 2.58 -0.05 1.79  0.0064
C 2.11 1.38 -1.24  0.0418
C 1.40 2.28 -0.36  0.0119
H 0.96 3.22 -0.66  0.0028
H 1.09 2.23 1.87  0.0005
H 3.32 -0.48 -0.80  0.0050
H 2.31 1.54 -2.29  0.0069
C -1.05 -0.87 1.72  -0.0306
C -1.27 0.53 1.21  -0.1844
C -2.03 0.38 0.02  -0.1062
H -1.34 1.40 1.85  -0.0072
C -1.73 -0.92 -0.53  -0.0850
C -0.81 -1.58 0.34  -0.1365
H -0.55 -2.64 0.30  -0.0053
H -2.00 -1.28 2.11  -0.0165
H -2.78 1.10 -0.32  -0.0038
H -2.15 -1.32 -1.46  -0.0011
O 0.66 -1.14 -6.47  0.0000
C 0.28 -0.35 -7.63  0.0000
C 0.69 -1.12 -8.90  0.0000
H 0.77 0.65 -7.62  0.0000
H -0.80 -0.19 -7.58  0.0000
C 1.60 -2.26 -8.41  0.0000
H 1.19 -0.46 -9.62  0.0000
H -0.21 -1.52 -9.39  0.0000
C 1.49 -2.26 -6.88  0.0000
H 2.62 -2.07 -8.71  0.0000
H 1.29 -3.21 -8.83  0.0000
H 2.47 -2.15 -6.40  0.0000
H 1.04 -3.17 -6.46  0.0000
O -1.68 0.17 3.72  -0.0006
N -0.56 -0.32 3.86  -0.0023
O 0.20 -0.28 4.81  -0.0050
O -0.09 -1.11 2.75  0.0025

Record 3
ORCA calculation (ωB97M-V/def2-TZVPD) on a molecular structure, C38H30BrF4N9O2ReSSi at a distorted geometry.

Values from the calculation:
- multiplicity = 2
- Kohn-Sham gap (alpha / beta) (eV) = 5.06 / 5.18
- E_HOMO (alpha / beta) (eV) = -13.4284 / -13.4343
- net charge = +2

Each line ends with the Löwdin spin population.
Geometry (Å):
Re -0.11 -0.27 0.30  0.9424
C 7.72 2.57 -1.43  0.0000
C 6.61 1.91 -0.63  0.0000
C 6.11 0.66 -0.99  0.0000
C 5.12 0.04 -0.23  -0.0001
C 4.64 0.68 0.91  -0.0002
C 5.11 1.94 1.27  0.0000
C 6.09 2.54 0.49  0.0000
S 3.52 -0.18 1.95  0.0007
O 3.75 0.25 3.30  -0.0004
O 3.72 -1.56 1.63  -0.0001
N 1.96 0.22 1.55  0.0075
C 1.24 1.11 2.30  0.0227
C 1.59 1.95 3.39  -0.0020
C 0.64 2.80 3.89  0.0218
C -0.67 2.86 3.35  0.0060
C -0.94 2.05 2.31  0.0057
N 0.00 1.20 1.80  0.0086
H 7.81 2.14 -2.43  0.0000
H 8.68 2.42 -0.93  0.0000
H 7.56 3.64 -1.52  0.0000
H 6.52 0.16 -1.86  0.0000
H 4.76 -0.95 -0.49  0.0000
H 4.74 2.42 2.17  0.0000
H 6.47 3.51 0.79  0.0000
H 2.58 1.90 3.81  -0.0005
H 0.90 3.45 4.71  0.0010
H -1.43 3.53 3.72  0.0000
H -1.92 2.04 1.84  0.0001
C 2.43 2.17 -1.06  0.0010
C 2.00 1.00 -1.89  -0.0022
C 2.45 0.78 -3.20  -0.0154
C 1.98 -0.29 -3.94  -0.0004
C 1.03 -1.16 -3.39  -0.0148
C 0.61 -0.90 -2.10  0.0114
N 1.11 0.15 -1.39  -0.0052
N -0.34 -1.52 -1.29  -0.0629
Si -1.13 -3.12 -1.71  -0.0028
C 0.25 -4.29 -2.09  -0.0016
C -2.24 -2.79 -3.15  -0.0021
C -2.14 -3.70 -0.29  0.0005
H 3.51 2.20 -0.98  0.0001
H 2.01 2.12 -0.06  0.0008
H 2.12 3.10 -1.54  0.0000
H 3.17 1.48 -3.63  -0.0006
H 2.32 -0.44 -4.96  0.0004
H 0.63 -2.00 -3.96  -0.0008
H 0.26 -4.56 -3.15  -0.0001
H 0.11 -5.21 -1.52  -0.0002
H 1.23 -3.88 -1.84  0.0001
H -1.73 -2.34 -4.01  0.0000
H -3.06 -2.14 -2.85  0.0001
H -2.67 -3.75 -3.47  -0.0002
H -1.53 -4.05 0.54  0.0001
H -2.72 -4.56 -0.65  0.0000
H -2.86 -2.95 0.07  0.0001
Br 0.96 -2.68 1.28  0.0048
C -0.62 -2.38 2.24  0.0136
C -1.04 -3.18 3.27  -0.0021
C -2.24 -2.84 3.88  0.0166
C -2.94 -1.72 3.44  -0.0009
C -2.43 -0.98 2.41  0.0111
N -1.26 -1.30 1.81  0.0065
H -0.45 -4.03 3.58  -0.0003
H -2.62 -3.44 4.70  0.0008
H -3.87 -1.43 3.90  -0.0003
H -2.93 -0.09 2.04  0.0003
F -0.84 1.89 -3.27  -0.0056
C -1.61 2.87 -3.71  -0.0161
C -1.55 3.21 -5.00  0.0157
F -0.73 2.55 -5.77  0.0064
C -2.36 4.27 -5.54  -0.0241
C -3.20 4.96 -4.59  0.0221
C -3.24 4.62 -3.29  -0.0172
F -4.04 5.29 -2.48  -0.0073
C -2.47 3.53 -2.76  0.0065
C -2.51 3.12 -1.44  -0.0453
C -1.80 1.99 -0.97  -0.0005
N -1.25 1.10 -0.50  -0.0191
C -3.25 3.79 -0.40  -0.0037
N -3.76 4.27 0.52  -0.0242
F -3.94 5.95 -4.99  0.0087
C -2.33 4.59 -6.88  0.0585
C -3.14 5.62 -7.47  0.0034
N -3.77 6.42 -8.01  0.0358
C -1.51 3.88 -7.83  0.0035
N -0.88 3.35 -8.63  0.0340

Record 4
ORCA calculation (ωB97M-V/def2-TZVPD) on 2 unconnected molecules or ions with the total composition C4H8NO at a distorted geometry.

Values from the calculation:
- Kohn-Sham gap (alpha / beta) (eV) = 8.51 / 8.51
- E_HOMO (alpha / beta) (eV) = -14.5779 / -14.5774
- net charge = +1
- relative energy (zero: lowest compared OMol25 entry of this formula, charge and spin) (kJ/mol) = 319.4

Each line ends with the Löwdin charge.
Geometry (Å):
C -1.82 0.55 0.71  0.2054
C -1.07 0.26 -0.37  -0.0983
C 0.49 -1.91 0.12  0.0429
C -0.31 -0.88 -0.43  -0.1809
N 1.44 1.18 -0.19  0.0790
O 0.33 -1.59 -1.28  0.2153
H -2.50 1.32 0.48  0.0921
H -1.78 0.04 1.61  0.0874
H -1.03 0.98 -1.16  0.1354
H 1.44 -1.57 0.55  0.1397
H 0.11 -2.82 0.59  0.1479
H 0.71 1.82 -0.06  0.0093
H 1.87 1.42 -1.10  0.0824
H 2.11 1.22 0.54  0.0424

Record 5
ORCA calculation (ωB97M-V/def2-TZVPD) on 2 unconnected molecules or ions with the total composition C3H9N2O2 at a distorted geometry.

Values from the calculation:
- Kohn-Sham gap (eV) = 7.49
- E_HOMO (eV) = -3.0352
- net charge = -1
- relative energy (zero: lowest compared OMol25 entry of this formula, charge and spin) (kJ/mol) = 208.2

Each line ends with the Löwdin charge.
Geometry (Å):
C 1.23 1.53 0.72  -0.4784
N 0.75 2.72 0.22  0.0684
O 0.93 1.07 1.81  -0.0534
H 2.01 1.08 0.10  0.1055
H 0.12 3.25 0.78  0.0729
H 0.49 2.60 -0.75  0.0588
C -0.70 -0.68 -1.26  -0.4701
O 0.01 0.48 -1.00  -0.3535
C -0.39 -1.80 -0.27  -0.3220
N -0.91 -1.52 1.07  -0.0276
H -1.80 -0.56 -1.27  0.0802
H -0.43 -1.10 -2.26  0.0736
H -0.79 -2.77 -0.61  0.0777
H 0.70 -1.96 -0.23  0.0922
H -0.26 -1.82 1.77  0.0406
H -0.96 -0.51 1.19  0.0352